#one
19
Properties=species:S:1:pos:R:3 method="wB97M-V/def2-TZVPD" orbital_gap_ev="8.4 / 7.1" spin_multiplicity=1
C -1.08808 0.01486 0.08086
C -2.33526 -0.01571 0.92770
C -2.91393 0.36167 -0.42251
C 1.93351 1.21101 0.37468
C 1.68866 -0.90151 -1.13609
C 1.58304 -0.23077 0.21592
N -1.67078 0.31135 -1.02727
O 1.75418 -1.10690 1.30136
H -2.43865 -0.98566 1.38943
H -2.31546 0.74184 1.78904
H -3.64507 -0.37944 -0.79170
H -3.31946 1.30509 -0.47348
H 1.56843 1.52312 -0.58839
H 3.09020 1.25271 0.41538
H 1.51036 1.65402 1.33494
H 1.21739 -0.26204 -1.90545
H 1.46281 -1.99892 -1.23073
H 2.76028 -0.70115 -1.32716
H 1.15783 -1.79358 1.07345

#two
19
Properties=species:S:1:pos:R:3 method="wB97M-V/def2-TZVPD" orbital_gap_ev=8.8 spin_multiplicity=1 smiles="CC(C)=O.CC#CN"
C 0.15048 0.68296 -1.91945
C 0.78423 0.01379 -0.70876
C 0.70090 -1.67770 -1.01581
O 1.92206 0.29421 -0.31434
H 0.95083 0.95908 -2.60493
H -0.60312 0.08882 -2.43386
H -0.40201 1.55625 -1.56608
H 1.19326 -1.71868 -1.98705
H 1.37546 -2.26230 -0.39212
H -0.28989 -2.12483 -1.09720
C -1.34639 1.86022 0.97054
C -0.61327 0.58448 0.82415
C -0.33820 -0.39384 1.54997
N 0.23911 -1.24919 2.37438
H -0.75372 2.67998 0.56030
H -1.55999 2.12302 2.00643
H -2.30360 1.79337 0.44849
H 0.30489 -2.19472 2.01321
H 0.58897 -1.01494 3.29211

#three
19
Properties=species:S:1:pos:R:3 method="wB97M-V/def2-TZVPD" orbital_gap_ev="8.7 / 8.7" spin_multiplicity=1
C -1.15137 0.60112 0.63013
C -1.59653 -0.12187 -0.56285
C -1.57226 0.28454 2.00761
O -0.98157 -1.23124 -0.09228
H -0.56844 1.51229 0.50278
H -2.70549 -0.11969 -0.66981
H -1.11193 0.29956 -1.46571
H -0.69924 0.03329 2.62007
H -2.01621 1.17393 2.46790
H -2.24043 -0.57667 2.01883
C 1.36666 -0.90398 -1.48461
C 1.79102 -0.49509 -0.13901
C 2.09674 0.76049 0.18995
N 1.09941 -0.04928 -2.38956
H 0.86361 -0.49875 -3.27316
H 1.28548 -1.98402 -1.63329
H 1.81078 -1.28216 0.60390
H 2.03433 1.55220 -0.54598
H 2.29545 1.04534 1.21508

#four
19
Properties=species:S:1:pos:R:3 method="wB97M-V/def2-TZVPD" orbital_gap_ev=6.6 spin_multiplicity=1
C 0.93180 0.57089 -0.25557
C 1.45615 1.59206 0.71136
C 0.28949 -0.65529 0.27284
N -0.80356 1.06431 -0.67760
C -1.20472 -0.27607 0.36428
C 0.78995 -1.88618 0.28150
C -2.24618 -1.15431 0.01719
O 1.72300 0.46580 -1.36271
H 1.31600 -0.18074 -1.95778
H -1.09648 0.70946 -1.58731
H -1.27496 1.90644 -0.33946
H -1.39911 0.26536 1.29383
H 1.65312 2.54007 0.20712
H 0.75459 1.75345 1.53013
H 2.39920 1.23203 1.13837
H 1.82038 -2.09719 0.01406
H 0.12516 -2.71861 0.49569
H -2.14138 -1.83521 -0.81934
H -3.09245 -1.29626 0.67338

Least stable structure: #one

#one
19
Properties=species:S:1:pos:R:3 method="wB97M-V/def2-TZVPD" orbital_gap_ev=10.4 spin_multiplicity=1 smiles="C=CCC[C@@H](N)C=O"
C -0.59711 -3.08151 0.25268
C -1.02411 -1.92197 0.73133
C -1.35838 -0.73671 -0.15931
C -0.12050 -0.10410 -0.75957
C 0.72329 0.68738 0.22674
N 2.17946 0.46309 0.13635
C 0.39985 2.16825 0.24393
O -0.50897 2.63996 -0.38395
H -0.56079 -3.35184 -0.79663
H -0.34068 -3.87439 0.93131
H -1.07382 -1.77336 1.80383
H -1.94149 -0.00722 0.41460
H -2.07544 -1.03574 -0.92815
H 0.51421 -0.86198 -1.21666
H -0.39786 0.56062 -1.58508
H 0.47320 0.35363 1.24208
H 2.35995 -0.27768 -0.53331
H 2.67350 1.27822 -0.21134
H 1.06325 2.77846 0.88535

#two
19
Properties=species:S:1:pos:R:3 method="wB97M-V/def2-TZVPD" orbital_gap_ev="8.6 / 7.5" spin_multiplicity=1
C 1.25429 0.04247 0.60764
C -1.47830 1.04906 0.01514
C 2.31186 -0.99315 0.96637
C -2.22090 0.73255 -1.24412
N 1.48288 0.64238 -0.66863
O 0.63158 1.57790 -0.94910
C -0.16394 -0.58329 0.51658
C -0.68876 -1.68871 0.61491
H 1.61303 -0.04795 -1.41642
H 1.21563 0.84424 1.34510
H -1.12515 2.06240 0.11910
H -1.94696 0.69500 0.92480
H 3.29195 -0.51831 1.03359
H 2.34680 -1.78483 0.21579
H 2.07274 -1.45296 1.92387
H -2.39722 -0.33884 -1.35122
H -1.68729 1.09237 -2.12178
H -3.20517 1.22106 -1.21906
H -1.30709 -2.55139 0.68745

Least stable structure: #two

#one
23
Properties=species:S:1:pos:R:3 method="wB97M-V/def2-TZVPD" orbital_gap_ev=8.4 spin_multiplicity=1 charge=+1
C -0.52509 1.69636 -0.04299
C -0.55361 0.40499 0.02400
C -2.59706 -0.43158 -0.78377
C 2.37865 0.26393 0.65713
C 2.21301 -0.10625 -1.76311
C -1.48803 -0.70426 0.33954
N 1.65126 -0.43948 -0.43932
N -1.92059 -0.56225 1.76964
H 0.22986 2.48698 -0.15681
H -1.53772 2.28093 -0.03322
H -3.36552 0.15464 -0.22192
H -3.04641 -1.43098 -0.97120
H -2.13147 0.04833 -1.67956
H 2.31870 1.37035 0.60012
H 1.95202 -0.06774 1.61553
H 3.54519 0.11165 0.55511
H 1.52807 -0.62560 -2.44363
H 2.43432 0.93593 -1.76097
H 3.05571 -0.68103 -1.75476
H -1.00928 -1.70954 0.07698
H -2.42999 -1.43235 2.01285
H -2.64083 0.21447 1.90770
H 1.78306 -1.46382 -0.22371

#two
23
Properties=species:S:1:pos:R:3 method="wB97M-V/def2-TZVPD" orbital_gap_ev=11.2 spin_multiplicity=1 charge=+1
C 1.87310 -1.79805 0.43843
C 0.68654 -1.24686 0.32564
C -0.50377 -0.29164 -1.90182
C 1.82520 1.30051 0.61226
C -2.45991 -0.24342 0.77681
C 0.25818 0.05080 -0.57973
N 1.07196 1.10119 -0.58720
N -1.13700 0.48495 0.60372
H 2.07509 -2.79340 1.02288
H 2.75484 -1.44784 -0.05798
H -0.21216 -1.67788 0.74608
H -1.28764 -0.98492 -1.71457
H -0.94068 0.54579 -2.46600
H 0.15233 -0.75233 -2.55907
H 2.77272 1.69325 0.24846
H 1.47500 1.99746 1.32222
H 1.87476 0.23162 1.07658
H -2.30239 -1.10802 0.17521
H -2.63135 -0.37151 1.81042
H -3.24761 0.30966 0.37399
H 1.03499 1.73763 -1.28067
H -0.73674 0.37802 1.47987
H -1.34583 1.47015 0.30997

Least stable structure: #one

#one
23
Properties=species:S:1:pos:R:3 method="wB97M-V/def2-TZVPD" orbital_gap_ev=9.7 spin_multiplicity=1 charge=+1
C -1.24446 -0.76373 1.24859
C -2.11728 -0.37690 0.02927
C -0.67264 -0.56960 -0.07560
C -2.45721 1.14896 -0.06519
C -3.27005 -1.23337 -0.48858
C 4.01662 1.17361 0.47068
N 0.44502 -0.67117 -0.75971
N 3.25008 0.30583 -0.39316
H -1.02792 0.06190 2.06389
H -1.01451 -1.79601 1.66914
H -1.50994 1.75590 0.26417
H -3.31383 1.41034 0.63202
H -2.67591 1.28600 -1.12450
H -3.35854 -2.11599 0.14982
H -2.99167 -1.56991 -1.44474
H -4.11116 -0.67962 -0.50999
H 5.13749 0.97997 0.37706
H 3.96051 2.20385 0.22858
H 3.71726 0.97627 1.44299
H 1.51006 -0.58669 -0.41932
H 0.44247 -0.57339 -1.76686
H 3.55177 -0.70311 -0.21394
H 3.73382 0.33689 -1.31461

#two
23
Properties=species:S:1:pos:R:3 method="wB97M-V/def2-TZVPD" orbital_gap_ev=4.8 spin_multiplicity=1 charge=+1
C 0.62573 -1.16248 0.74568
N -0.52766 -0.74394 1.50981
C -1.23254 -1.83386 2.15364
C 1.08708 0.00858 -0.11894
N 0.02818 0.42930 -0.96645
C 0.39723 1.67278 -1.52340
C 1.25085 2.41103 -0.44201
C 1.52900 1.31292 0.61266
H 1.43245 -1.45442 1.41376
H 0.39763 -2.00648 0.07967
H -1.15960 -0.22236 0.90004
H -1.56246 -2.61358 1.45364
H -2.13409 -1.46023 2.63196
H -0.59466 -2.30920 2.89621
H 1.94253 -0.31664 -0.73789
H -4.38357 -1.86561 -3.72341
H -3.96321 -2.32108 -4.08942
H -0.45324 2.24589 -1.88776
H 1.06075 1.47090 -2.38472
H 2.14636 2.83534 -0.88655
H 0.67140 3.22720 -0.02610
H 0.87610 1.45884 1.46935
H 2.56575 1.23709 0.92023

Least stable structure: #two

#one
23
Properties=species:S:1:pos:R:3 method="wB97M-V/def2-TZVPD" orbital_gap_ev="9.1 / 9.1" spin_multiplicity=1 charge=+1
C -0.05312 -0.43062 -0.08084
C -2.36672 -0.68144 0.69532
C -1.76630 0.58237 -1.48517
C 2.53528 -0.35969 -0.13171
C 1.73200 1.58788 1.01265
C -1.34852 0.27301 0.01326
N 0.19999 -1.64521 -0.49435
N 1.46441 0.60315 -0.00981
H -2.02448 -1.03053 1.74105
H -2.63271 -1.58948 0.20135
H -3.17625 -0.07415 0.83906
H -1.06772 0.35427 -2.26630
H -2.77812 0.07253 -1.54180
H -1.92471 1.68477 -1.63146
H 3.53811 0.07570 -0.13888
H 2.62664 -1.04501 -0.97933
H 2.46000 -0.93553 0.82549
H 2.16780 1.28528 1.91508
H 0.75675 2.14015 1.27474
H 2.40785 2.36442 0.62775
H -1.09580 1.05869 0.72969
H -0.72562 -2.13046 -0.62958
H 1.07124 -2.16008 -0.48621

#two
23
Properties=species:S:1:pos:R:3 method="wB97M-V/def2-TZVPD" orbital_gap_ev=6.9 spin_multiplicity=1 charge=+1
C 2.20636 -0.75114 -0.66609
C 1.08527 -1.77230 -0.76168
C 0.37923 -2.10800 0.33134
N -0.81113 -2.87898 0.43276
H 2.14318 -0.18107 0.27696
H 3.21031 -1.15460 -0.75965
H 2.11604 -0.05529 -1.50538
H 0.79456 -2.13088 -1.75125
H 0.70593 -1.72797 1.29241
H -0.80743 -3.37078 1.35772
H -0.92934 -3.57974 -0.29005
C -0.81699 2.28612 1.67182
C -1.23809 1.22306 0.63129
C -0.73866 1.55167 -1.73807
N -0.35336 1.25323 -0.55024
H 0.16032 2.04326 2.08039
H -0.75616 3.22729 1.10041
H -1.60062 2.35061 2.43435
H -1.28152 0.17402 1.03401
H -2.22180 1.51596 0.22156
H -0.00894 1.61104 -2.55048
H -1.77240 1.74012 -1.89135
H 0.53524 0.73440 -0.40080

Least stable structure: #one